# 1
{"formula": "CHCl3FOP", "method": "wB97M-V/def2-TZVPD", "de_lowest_kcal_mol": 86.3, "lumo_ev": [-1.47, -1.84], "e_tot_ha": -1935.69187, "species": ["Cl", "Cl", "Cl", "P", "F", "O", "C", "H"], "coordinates": [[0.071, -0.698, 2.042], [-2.035, 2.006, 0.201], [2.418, 0.613, 0.402], [0.890, 0.517, -0.885], [1.584, -0.543, -1.953], [-0.876, -2.630, 0.726], [-0.229, -1.635, 0.614], [-1.824, 2.371, -1.147]]}

# 2
{"formula": "CHClF2N2", "method": "wB97M-V/def2-TZVPD", "de_lowest_kcal_mol": 61.2, "lumo_ev": [-0.28, -0.78], "e_tot_ha": -807.88627, "species": ["Cl", "F", "F", "N", "N", "C", "H"], "coordinates": [[0.033, 2.356, 0.549], [-0.447, -1.567, -0.884], [-2.109, -0.642, 0.247], [1.595, 0.239, 0.462], [-1.274, -0.462, -0.875], [0.588, 0.899, 0.368], [1.614, -0.822, 0.134]]}

# 3
{"formula": "CHClF2OS2", "method": "wB97M-V/def2-TZVPD", "de_lowest_kcal_mol": 11.4, "lumo_ev": [0.25, -2.74], "e_tot_ha": -1570.09661, "multiplicity": 3, "species": ["Cl", "S", "S", "F", "F", "O", "C", "H"], "coordinates": [[4.887, -0.211, 0.358], [3.579, 0.441, -0.984], [-0.168, -0.344, 0.613], [1.903, 1.288, 1.044], [2.290, -0.674, 1.406], [2.019, -0.115, -0.679], [1.592, 0.102, 0.575], [-0.400, -0.187, -0.715]]}

# 4
{"formula": "CHClFNS", "method": "wB97M-V/def2-TZVPD", "de_lowest_kcal_mol": 93.9, "lumo_ev": [-0.07, -0.56], "e_tot_ha": -1051.50097, "species": ["Cl", "S", "F", "N", "C", "H"], "coordinates": [[-1.694, 0.298, -1.061], [-0.843, -0.401, 1.652], [1.862, -0.550, 1.280], [-0.107, 0.107, -1.370], [0.614, -0.439, 1.167], [0.169, 0.985, -1.668]]}